(1)
{"formula": "C18H39IN3O5", "method": "the ωB97M-V functional and the def2-TZVPD basis", "symbols": ["O", "C", "I", "C", "C", "C", "N", "C", "C", "H", "H", "H", "H", "H", "H", "H", "H", "H", "C", "O", "C", "C", "N", "C", "C", "O", "C", "H", "H", "H", "H", "H", "H", "H", "H", "H", "H", "H", "H", "H", "H", "H", "C", "O", "C", "C", "N", "C", "C", "O", "C", "H", "H", "H", "H", "H", "H", "H", "H", "H", "H", "H", "H", "H", "H", "H"], "coordinates": [[0.403924, 1.751433, -2.190823], [0.149151, 2.356724, -1.112899], [1.319745, 4.174183, -0.758638], [-0.961444, 1.792836, -0.095067], [-0.352435, 1.034454, 1.188815], [-0.980034, -0.465617, 1.092043], [-0.096464, -1.231154, 0.464446], [1.189483, -0.571226, 0.074634], [1.210740, 0.691828, 1.070962], [-1.578935, 2.693821, 0.237497], [-1.639004, 1.085270, -0.703576], [-0.763070, 1.427336, 2.189950], [-1.985971, -0.848390, 1.474101], [-0.376764, -2.208237, 0.302173], [2.071406, -1.211526, 0.442821], [1.274380, -0.373009, -1.047404], [1.454078, 0.288042, 2.112648], [1.910681, 1.563283, 0.862063], [-4.783871, 5.113423, -4.813011], [-5.171361, 3.943831, -5.517167], [-4.231116, 3.536947, -6.512008], [-3.496762, 2.262724, -6.085975], [-2.575632, 2.519904, -4.979310], [-2.064536, 1.309277, -4.331236], [-3.083079, 0.366479, -3.670018], [-3.713141, 0.904290, -2.508531], [-4.814334, 1.762519, -2.772661], [-5.645868, 5.462977, -4.241001], [-3.978382, 4.897245, -4.106177], [-4.475186, 5.908230, -5.497820], [-3.529149, 4.336851, -6.769690], [-4.810563, 3.309642, -7.411437], [-2.936808, 1.864235, -6.935991], [-4.260663, 1.527447, -5.805173], [-3.047449, 3.077263, -4.277226], [-1.370768, 1.644336, -3.554194], [-1.473021, 0.743466, -5.059656], [-2.526958, -0.510318, -3.320696], [-3.828123, -0.016695, -4.374560], [-5.369839, 1.464877, -3.665241], [-4.469508, 2.794446, -2.862172], [-5.491344, 1.722775, -1.917374], [4.743708, -5.251526, 3.096987], [4.008270, -5.155987, 4.307383], [4.767495, -4.632170, 5.398291], [4.309278, -3.215996, 5.756482], [4.684971, -2.253902, 4.720804], [4.031162, -0.949592, 4.849699], [2.496585, -0.907211, 4.768475], [1.966969, -1.215364, 3.478170], [1.855357, -2.604100, 3.199430], [4.160730, -5.851981, 2.395394], [4.893482, -4.265191, 2.649690], [5.709405, -5.739742, 3.253728], [5.845006, -4.668596, 5.207712], [4.566186, -5.280591, 6.255698], [4.759395, -2.917347, 6.706580], [3.221091, -3.252032, 5.890398], [4.450127, -2.635286, 3.812219], [4.424865, -0.325696, 4.039921], [4.352126, -0.486327, 5.788881], [2.194257, 0.125832, 4.969141], [2.012994, -1.512869, 5.541165], [1.626320, -3.191474, 4.091608], [2.771640, -2.964469, 2.728223], [1.046575, -2.744601, 2.478497]], "forces_ev_per_angstrom": [[-1.1154, 2.4119, 4.8208], [0.5598, -2.8488, -3.6882], [-0.8293, -0.8201, 0.1874], [-0.2587, 0.8456, -0.1985], [-1.1291, -1.3460, -0.1395], [2.5476, 0.6374, -0.9208], [-2.4458, 1.0942, 1.2570], [1.9560, 0.3225, 1.0672], [-1.4296, -0.4867, 1.0305], [0.7721, -1.2889, -0.4131], [1.0410, 1.2709, 0.6729], [1.0999, -0.1246, -1.6443], [1.5532, 0.5290, -0.7444], [0.7067, 0.4784, -0.2469], [-1.4876, 0.5621, -0.9331], [-0.4486, -0.2399, 1.6304], [0.0703, 0.3971, -1.5685], [-1.1457, -1.2457, -0.2063], [-0.3056, -0.1689, 0.0180], [0.3785, 0.3071, -0.0206], [-0.1402, -0.5914, -0.1095], [-0.1266, 0.4828, 0.2479], [-0.0989, -0.2754, 0.0031], [-0.1869, 0.3381, 0.1604], [0.4000, -0.0887, 0.0265], [0.0775, -0.1731, -0.1886], [0.0294, 0.1008, 0.3128], [0.0253, -0.0895, -0.1051], [0.1681, 0.1651, 0.0014], [0.0574, -0.0244, 0.0524], [-0.0057, -0.0138, 0.2054], [0.0394, 0.0078, 0.0182], [0.0254, 0.0084, 0.0082], [-0.0847, -0.0228, -0.2083], [0.0337, 0.0009, -0.1353], [-0.0799, -0.1735, -0.1516], [-0.1013, -0.0281, 0.0135], [-0.0141, 0.0336, 0.0275], [-0.0988, 0.1653, 0.0209], [0.1153, 0.0629, -0.0190], [-0.1837, 0.0591, -0.1893], [0.0647, -0.1125, -0.0106], [-0.3111, -0.1251, 0.0687], [0.4124, 0.1161, -0.1646], [-0.4011, 0.1843, 0.4324], [0.1443, -0.2626, -0.4569], [-0.2981, 0.0867, 0.1174], [0.0526, -0.2470, -0.3252], [0.2817, 0.5304, 0.2578], [-0.1371, -0.2671, 0.1925], [0.1183, 0.1718, -0.1935], [0.0043, 0.0127, 0.1378], [0.2320, 0.0337, -0.0823], [-0.0025, 0.0826, -0.0387], [-0.0973, 0.0849, -0.1651], [0.0254, 0.0336, -0.0236], [0.0123, 0.0163, -0.0167], [-0.0016, -0.1334, 0.1966], [0.1269, -0.0298, 0.1053], [-0.0774, 0.0614, 0.1054], [-0.1215, -0.0589, -0.0107], [0.0044, -0.0510, -0.0750], [0.0296, -0.1710, -0.1375], [0.1100, 0.0166, -0.0471], [-0.0305, -0.2562, 0.1207], [-0.0812, 0.0531, 0.0611]], "lowdin_charge": [-0.083, -0.747, 0.839, -0.117, -0.196, 0.100, 0.081, -0.081, -0.102, 0.130, 0.124, 0.162, 0.181, 0.179, 0.143, 0.142, 0.105, 0.104, -0.111, -0.194, -0.203, -0.204, -0.049, -0.191, -0.214, -0.208, -0.089, 0.092, 0.069, 0.090, 0.123, 0.122, 0.124, 0.101, 0.062, 0.082, 0.124, 0.113, 0.112, 0.094, 0.069, 0.089, -0.111, -0.197, -0.200, -0.203, -0.052, -0.189, -0.201, -0.235, -0.086, 0.090, 0.069, 0.093, 0.125, 0.124, 0.126, 0.100, 0.062, 0.120, 0.123, 0.122, 0.114, 0.098, 0.075, 0.067], "spin_multiplicity": 1, "orbital_gap_ev": 6.1, "e_lumo_ev": -4.475, "charge": 1}

(2)
{"formula": "C23H27ClIOP2Ru", "method": "the ωB97M-V functional and the def2-TZVPD basis", "symbols": ["C", "I", "H", "H", "H", "Ru", "P", "C", "C", "H", "H", "H", "C", "H", "H", "H", "H", "H", "H", "C", "O", "Cl", "C", "C", "C", "C", "C", "C", "P", "C", "C", "C", "C", "C", "C", "C", "C", "C", "C", "C", "C", "H", "H", "H", "H", "H", "H", "H", "H", "H", "H", "H", "H", "H", "H", "H"], "coordinates": [[0.035274, -1.273106, -2.555751], [0.496799, 3.027659, -3.356804], [-0.954557, -1.867943, -2.601187], [0.539944, -1.766187, -1.607254], [0.791933, -1.558260, -3.342588], [-0.312601, 0.234832, -0.675952], [-0.315706, 0.721393, -3.742444], [1.308459, 1.067005, -4.618552], [-0.915744, -0.832949, -4.692955], [-2.551393, 1.598376, -4.352371], [-1.226394, 1.614098, -5.758303], [-1.342846, 2.870684, -4.587737], [-1.523368, 1.781839, -4.692081], [-1.830107, -1.101028, -4.202123], [-1.023223, -0.430754, -5.664388], [0.986753, 1.162718, -5.645338], [2.014875, 0.273182, -4.399466], [-0.171185, -1.611502, -4.681773], [1.711498, 2.058802, -4.252974], [1.462891, 0.765247, -1.098683], [2.596329, 1.061742, -1.275345], [-2.590069, 0.185522, -1.408121], [0.010047, 3.703517, 3.769421], [0.809595, 3.649148, 2.621665], [0.761918, 2.513739, 1.784694], [-0.045646, 1.420703, 2.155768], [-1.066957, 1.625275, 3.120968], [-0.963219, 2.720260, 3.989266], [0.059556, -0.082931, 1.213176], [1.689831, -0.797008, 1.655746], [2.696430, -1.341860, 0.840120], [3.839205, -1.919222, 1.446568], [3.999503, -1.963681, 2.815968], [3.012152, -1.369538, 3.601016], [1.867937, -0.803251, 3.052607], [-1.433160, -1.003243, 1.504856], [-1.210267, -2.385270, 1.718576], [-2.289005, -3.223263, 2.024245], [-3.604132, -2.760329, 1.990495], [-3.858716, -1.436537, 1.582460], [-2.771612, -0.575652, 1.380594], [-0.025484, 4.610116, 4.366413], [1.570504, 4.428719, 2.442618], [1.504043, 2.387517, 0.978198], [-1.746324, 0.784048, 3.329398], [-1.652489, 2.794332, 4.834920], [2.627801, -1.358496, -0.261572], [4.602897, -2.368573, 0.818988], [4.842887, -2.458122, 3.287583], [3.115611, -1.350266, 4.674034], [1.066940, -0.366032, 3.667308], [-0.162623, -2.688735, 1.728013], [-2.070795, -4.269895, 2.307746], [-4.431766, -3.440587, 2.200905], [-4.904275, -1.111906, 1.446604], [-3.027962, 0.455674, 1.122821]], "forces_ev_per_angstrom": [[0.7974, -2.5689, 2.5293], [1.0559, 6.4667, 5.1200], [1.5926, 1.5989, -0.2773], [-0.6246, 1.3813, -0.6683], [-0.8150, 0.8398, 1.1815], [-1.8906, -0.4195, -9.9874], [-1.0906, -3.5612, -2.9285], [-0.6585, -1.7023, 0.1967], [0.8503, 1.4829, 0.2080], [0.1312, -0.4555, -0.7718], [-1.0018, -0.4722, 0.6920], [-0.9949, -1.2872, -0.0482], [-0.8395, 0.7798, -0.5333], [-0.6467, -0.3053, -0.3377], [-0.6002, -0.0553, -1.1847], [0.4113, -0.0366, -0.4677], [0.3461, -0.0147, -0.2191], [-0.4656, -0.1363, -0.6476], [1.9077, -1.8013, -1.4829], [5.2645, 2.1971, 0.3598], [-5.0145, -1.4965, 0.4297], [0.5979, 0.5756, -0.4445], [-0.7239, 0.3818, -0.9671], [0.6673, -0.5134, -0.3005], [1.3345, 0.3537, 1.0714], [-1.0363, 0.9688, -0.1197], [1.0568, -0.7635, 1.1010], [-0.4913, -0.6321, -0.4040], [1.0825, 0.5051, 6.4477], [0.1182, -0.8775, -0.7666], [-1.7180, 0.8285, -0.0038], [0.5017, -0.2762, -0.8072], [-0.9305, 0.4688, 1.5900], [1.6657, -0.8506, 0.7773], [-0.8112, 0.4497, -0.2492], [-0.0553, -1.7093, -0.0119], [-0.5263, 0.1027, 0.4247], [1.1113, -0.7441, 0.1664], [0.0549, 0.3817, -0.5825], [0.5785, -0.2319, 0.2232], [-1.1127, 0.8406, 0.4694], [0.4082, -0.2647, 0.1883], [-0.7129, -0.3878, -0.0553], [-0.4719, 0.3246, 0.4213], [0.1782, 0.7403, 0.0131], [0.2251, 0.0752, -0.3527], [-0.0427, -0.0727, 0.8057], [-0.0952, 0.0603, -0.0753], [-0.0117, 0.1554, -0.1596], [0.1260, -0.0512, 0.1909], [0.5667, -0.3176, 0.0283], [-0.4247, -0.6071, 0.1225], [-0.2603, 0.7132, -0.2615], [0.2846, 0.2165, 0.0154], [0.8088, 0.0552, 0.1247], [0.3431, -0.3316, 0.2179]], "lowdin_spin": [0.029, 0.685, -0.002, 0.027, 0.004, 1.276, 0.115, 0.207, 0.042, 0.001, 0.001, 0.009, 0.013, 0.000, 0.004, 0.007, 0.018, 0.003, 0.053, 0.039, 0.033, 0.169, 0.058, -0.001, 0.052, 0.065, 0.012, 0.024, 0.059, 0.071, 0.100, 0.240, 0.028, 0.109, 0.270, 0.048, 0.027, 0.007, 0.046, 0.003, 0.025, 0.002, -0.001, 0.002, 0.000, 0.000, 0.003, 0.009, -0.002, 0.002, 0.006, 0.001, 0.000, 0.002, -0.001, 0.001], "spin_multiplicity": 5, "orbital_gap_ev": [6.0, 3.4], "e_lumo_ev": [-11.067, -13.848], "charge": 3}